C19H21CdN4O3 | the ωB97M-V functional and the def2-TZVPD basis

```
48
Properties=species:S:1:pos:R:3:forces:R:3:lowdin_charge:R:1
Cd 0.37377 -0.78281 -3.34698 -0.9 -0.5 1.1 1.411
C 3.21522 -3.43704 3.79845 -1.2 -0.1 0.1 -0.081
O 2.97120 -2.26489 4.56535 -0.8 0.8 -0.3 -0.106
C 1.77678 -1.60562 4.31970 0.2 -0.7 1.1 -0.280
C 0.58575 -2.24467 3.98259 -0.2 0.2 -1.8 0.014
C -0.60208 -1.47182 3.71608 1.8 0.0 0.8 0.003
C -0.59015 -0.08540 3.88623 2.6 -1.4 1.0 -0.281
C 0.62343 0.47279 4.40549 -1.6 0.3 -0.6 -0.024
C 1.75781 -0.24428 4.62362 -0.1 -0.6 -0.6 -0.004
N -1.69872 0.73776 3.66623 -0.5 0.2 -0.9 0.097
N -2.24130 0.70500 2.54740 -0.5 1.0 1.0 0.078
C -1.77260 -0.02448 1.43142 0.7 -0.2 0.0 -0.252
C -2.63290 -0.96527 0.93381 1.3 0.2 -0.9 -0.007
C -2.34027 -1.64083 -0.27053 -0.2 0.6 0.7 0.019
C -1.21623 -1.29471 -0.99945 -0.4 -1.4 -1.1 -0.396
O -0.97859 -1.93530 -2.15793 0.4 1.0 0.1 -0.284
C -0.38644 -0.23719 -0.53773 1.0 0.0 -0.7 -0.175
N 0.60503 0.20335 -1.41048 -1.3 -0.9 -0.1 -0.037
C 1.27996 1.29145 -1.19124 -0.6 0.2 0.6 -0.154
C 1.06581 1.98242 -0.00290 -0.7 0.5 2.1 -0.028
C 0.10825 1.58953 0.95192 1.7 -1.8 -1.6 0.064
C -0.60552 0.37912 0.70427 -1.2 1.1 0.0 -0.084
H 4.28591 -3.63229 3.91841 -0.4 -0.2 -0.3 0.097
H 2.87640 -3.21322 2.76226 0.7 -0.5 0.3 0.099
H 2.57608 -4.27749 4.18874 0.9 0.5 -0.3 0.101
H 0.69284 -3.28902 3.60366 -0.7 0.8 0.8 0.116
H -1.50924 -1.97060 3.48685 -0.6 -0.4 -0.4 0.101
H 0.65518 1.52601 4.58308 -0.1 0.6 0.2 0.106
H 2.65580 0.23366 4.93601 0.5 0.3 0.3 0.118
H -3.52274 -1.10103 1.48930 -0.9 -0.4 0.3 0.114
H -3.05667 -2.35596 -0.65565 0.3 -0.1 -0.1 0.123
H 1.89733 1.62609 -2.01091 0.5 0.2 0.3 0.110
H 1.68215 2.80314 0.29496 0.3 0.6 -0.3 0.102
H 0.06912 2.01426 1.93110 -0.2 0.7 0.2 0.106
C -0.81020 3.66522 -4.68006 1.2 -2.0 0.6 0.015
C -1.08717 2.22837 -4.13773 -1.1 1.2 -0.2 -0.431
C -2.29916 1.83912 -3.29123 -0.4 0.8 -0.1 0.002
O -0.31571 1.34360 -4.46274 0.7 -0.5 0.0 -0.084
H -1.47756 3.92321 -5.49054 0.0 -0.2 -0.4 0.089
H 0.27681 3.59377 -4.95601 -1.2 0.6 -0.2 0.100
H -0.95931 4.41187 -3.92942 -0.1 0.4 0.7 0.074
H -3.16525 2.57136 -3.30606 1.2 -0.8 0.0 0.113
H -1.98366 1.64434 -2.24765 -0.1 0.3 -0.4 0.087
H -2.61561 0.86819 -3.67883 -0.2 0.1 0.0 0.085
N 1.36588 -0.94117 -5.19993 0.4 1.5 -1.5 -0.036
H 0.69744 -0.51393 -5.85811 0.0 -0.5 0.2 0.057
H 1.61851 -1.84274 -5.57621 0.2 -0.2 0.0 0.063
H 2.15461 -0.28190 -5.32865 -0.2 -0.8 0.4 0.080
```
Positions in Å, forces in eV/Å.

Summary:
Strongest force on any atom = 0.061 hartree/bohr
HOMO-LUMO gap = 6.6811 eV
Net charge = +1